one | Here is 2 unconnected molecules or ions with the total composition C2H8NS from the OMol25 dataset. Energies are from wB97M-V/def2-TZVPD.

Last column: Mulliken charge in e.
Atoms and positions in Å:
S  1.633  1.636  -0.888  -0.88
H  2.391  1.659  0.227  -0.04
C  -0.980  -2.218  -0.010  -0.93
C  -1.202  -1.188  1.113  -0.26
N  -1.301  0.141  0.530  -0.58
H  -0.629  -3.209  0.272  0.32
H  -0.336  -1.683  -0.713  0.26
H  -1.934  -2.440  -0.504  0.22
H  -0.369  -1.357  1.810  0.25
H  -2.187  -1.370  1.569  0.30
H  -0.364  0.381  0.188  0.12
H  -1.389  0.840  1.268  0.23

## Properties
**2S+1**: 1
**Frontier orbital gap**: 0.245 Ha
**Charge**: -1
**HOMO energy**: -2.67 eV

two | Here is 2 unconnected molecules or ions with the total composition C2H8NS from the OMol25 dataset. Energies are from wB97M-V/def2-TZVPD.

Last column: Mulliken charge in e.
Atoms and positions in Å:
S  2.129  2.305  -1.281  -0.87
H  2.915  2.274  -0.193  -0.04
C  -0.412  -1.449  -0.438  -0.95
C  -0.649  -0.452  0.712  -0.27
N  -0.746  0.893  0.136  -0.57
H  -0.028  -2.413  -0.110  0.32
H  0.259  -0.972  -1.145  0.28
H  -1.347  -1.662  -0.961  0.23
H  0.169  -0.581  1.434  0.25
H  -1.598  -0.669  1.193  0.30
H  0.177  1.156  -0.232  0.11
H  -0.870  1.569  0.887  0.22

## Properties
**2S+1**: 1
**Frontier orbital gap**: 0.248 Ha
**Charge**: -1
**HOMO energy**: -2.68 eV

In order of decreasing stability: two, one.

one | Here is 2 unconnected molecules or ions with the total composition C2H8NS from the OMol25 dataset. Energies are from wB97M-V/def2-TZVPD.

Last column: Mulliken charge in e.
Atoms and positions in Å:
N  -0.643  -4.055  0.588  -0.72
H  -1.617  -3.786  0.553  0.23
H  -0.083  -3.216  0.476  0.29
H  -0.456  -4.624  -0.229  0.19
C  0.239  2.547  0.371  -0.95
C  0.495  1.569  -0.772  -0.50
S  0.260  -0.180  -0.262  -0.72
H  1.120  2.651  0.985  0.23
H  -0.543  2.114  0.995  0.25
H  -0.108  3.545  0.087  0.31
H  1.506  1.703  -1.164  0.20
H  -0.170  1.733  -1.626  0.19

## Properties
**2S+1**: 1
**Frontier orbital gap**: 0.238 Ha
**Charge**: -1
**HOMO energy**: -2.25 eV

two | Here is 2 unconnected molecules or ions with the total composition C2H8NS from the OMol25 dataset. Energies are from wB97M-V/def2-TZVPD.

Last column: Mulliken charge in e.
Atoms and positions in Å:
S  -3.468  -0.266  0.175  -0.88
H  -3.291  -0.365  1.503  -0.07
C  0.067  -0.660  0.605  -0.82
N  0.187  0.480  -0.271  -0.22
C  1.499  0.740  -0.817  -0.87
H  -0.823  -1.250  0.370  0.25
H  -0.060  -0.364  1.647  0.20
H  0.915  -1.340  0.495  0.31
H  -0.569  0.535  -0.938  0.21
H  1.852  -0.038  -1.512  0.29
H  1.506  1.724  -1.289  0.30
H  2.184  0.803  0.032  0.30

## Properties
**2S+1**: 1
**Frontier orbital gap**: 0.232 Ha
**Charge**: -1
**HOMO energy**: -2.49 eV

three | Here is 3 unconnected molecules or ions with the total composition C2H8NS from the OMol25 dataset. Energies are from wB97M-V/def2-TZVPD.

Last column: Mulliken charge in e.
Atoms and positions in Å:
N  -0.829  -0.454  2.925  -0.92
H  0.152  -0.699  3.060  0.25
H  -1.137  -1.111  2.212  0.30
H  -0.689  0.408  2.316  0.38
C  -0.776  1.860  -0.355  -0.64
C  -0.008  1.059  0.616  -0.63
S  0.889  -1.260  -1.781  -0.69
H  -1.755  2.155  0.044  0.21
H  -0.931  1.333  -1.308  0.24
H  -0.355  2.842  -0.648  0.25
H  0.260  0.107  0.178  -0.10
H  0.843  1.404  1.215  0.35

## Properties
**2S+1**: 1
**Frontier orbital gap**: 0.168 Ha
**Charge**: -1
**HOMO energy**: -2.59 eV

In order of decreasing stability: one, two, three.

one | Here is a single C4H8N2S2 molecule from the OMol25 dataset. Energies are from wB97M-V/def2-TZVPD.

Last column: Mulliken charge in e.
Atoms and positions in Å:
C  1.661  0.737  1.201  -1.39
C  0.512  0.331  0.311  0.54
C  -0.379  1.191  -0.246  -0.18
N  -1.161  0.887  -1.286  -0.50
C  0.579  -1.036  -0.059  0.13
S  1.980  -1.786  -0.508  -0.35
N  -0.611  -1.764  -0.129  -0.29
S  -2.176  -1.478  0.633  -0.12
H  1.795  0.058  2.071  0.32
H  2.726  0.646  0.658  0.27
H  1.430  1.764  1.632  0.35
H  -0.393  2.237  0.183  0.28
H  -1.952  1.692  -1.563  0.26
H  -0.765  0.093  -1.957  0.32
H  -0.414  -2.678  -0.463  0.22
H  -2.832  -0.894  -0.478  0.14

## Properties
**2S+1**: 1
**Frontier orbital gap**: 0.303 Ha
**HOMO energy**: -7.94 eV
**Structure (SMILES)**: C/C(=C/N)C(=S)NS

two | Here is 2 unconnected molecules or ions with the total composition C4H8N2S2 from the OMol25 dataset. Energies are from wB97M-V/def2-TZVPD.

Last column: Mulliken charge in e.
Atoms and positions in Å:
C  1.578  0.270  -0.606  0.55
C  -0.699  0.422  0.307  -0.22
C  -1.600  -0.623  -0.346  -0.55
C  -1.499  -0.450  1.056  -0.55
H  1.585  -0.201  -2.550  0.32
H  -0.135  0.222  -1.905  0.37
H  2.592  -0.337  1.536  0.19
H  -1.017  1.620  0.498  0.27
H  -1.228  -1.674  -0.614  0.24
H  -2.472  -0.291  -1.119  0.27
H  -0.984  -1.332  1.539  0.20
H  -2.234  0.136  1.949  0.23
N  0.946  0.588  -1.905  -0.55
N  0.758  0.236  0.378  -0.17
S  3.208  0.540  -0.211  -0.39
S  1.200  0.875  1.995  -0.23

## Properties
**2S+1**: 1
**Frontier orbital gap**: 0.296 Ha
**HOMO energy**: -8.04 eV

In order of decreasing stability: one, two.

one | Here is 10 unconnected molecules or ions with the total composition FH18O9 from the OMol25 dataset. Energies are from wB97M-V/def2-TZVPD.

Last column: Mulliken charge in e.
Atoms and positions in Å:
F  -0.352  -0.318  0.312  -0.43
O  2.005  -1.330  -1.874  -0.64
H  1.194  -1.104  -1.437  0.37
H  1.924  -0.817  -2.644  0.32
O  -0.820  2.183  0.237  -0.67
H  -0.858  2.299  -0.730  0.32
H  -0.665  1.238  0.298  0.33
O  -2.360  -0.402  2.054  -0.70
H  -1.684  -0.302  1.364  0.24
H  -3.263  -0.180  1.770  0.28
O  0.681  1.485  3.471  -0.67
H  0.888  1.151  2.574  0.37
H  0.139  2.244  3.305  0.28
O  -0.471  -0.057  -2.183  -0.74
H  -0.640  -0.934  -2.460  0.33
H  -0.525  -0.143  -1.251  0.34
O  1.776  0.865  1.001  -0.71
H  1.933  1.379  0.261  0.48
H  1.027  0.406  0.651  0.21
O  0.767  -2.422  1.173  -0.78
H  0.417  -1.546  0.847  0.27
H  -0.080  -2.886  1.232  0.35
O  -2.150  -2.125  -0.379  -0.66
H  -1.486  -1.442  -0.206  0.30
H  -1.872  -2.604  -1.109  0.29
O  1.441  2.072  -1.851  -0.63
H  2.122  2.021  -2.558  0.27
H  0.922  1.261  -1.871  0.29

## Properties
**2S+1**: 1
**Frontier orbital gap**: 0.361 Ha
**Charge**: -1
**HOMO energy**: -7.03 eV

two | Here is 10 unconnected molecules or ions with the total composition FH18O9 from the OMol25 dataset. Energies are from wB97M-V/def2-TZVPD.

Last column: Mulliken charge in e.
Atoms and positions in Å:
F  0.014  0.167  -0.389  -0.30
O  2.140  -0.900  -1.091  -0.79
H  1.743  -1.345  -1.840  0.33
H  1.397  -0.384  -0.707  0.29
O  2.635  2.375  -1.105  -0.67
H  1.896  1.806  -1.350  0.39
H  2.571  2.305  -0.164  0.31
O  0.995  -0.206  2.253  -0.66
H  0.534  -0.974  2.465  0.30
H  0.669  -0.070  1.349  0.33
O  0.539  1.278  -2.737  -0.73
H  -0.222  1.833  -2.900  0.31
H  0.190  0.695  -2.061  0.35
O  1.195  -2.891  0.641  -0.61
H  1.186  -3.590  0.020  0.27
H  1.405  -2.140  0.124  0.37
O  -2.191  -0.107  1.970  -0.59
H  -2.364  0.216  1.093  0.42
H  -2.587  -0.997  2.168  0.27
O  -1.570  -1.908  -0.225  -0.67
H  -0.771  -1.399  -0.275  0.32
H  -1.251  -2.481  0.435  0.35
O  -2.555  0.880  -0.673  -0.78
H  -1.816  0.305  -0.480  0.03
H  -2.279  1.694  -0.252  0.40
O  -0.484  2.280  1.061  -0.70
H  -0.131  1.441  0.727  0.08
H  -0.883  2.124  1.934  0.36

## Properties
**2S+1**: 1
**Frontier orbital gap**: 0.388 Ha
**Charge**: -1
**HOMO energy**: -7.38 eV

three | Here is 10 unconnected molecules or ions with the total composition FH18O9 from the OMol25 dataset. Energies are from wB97M-V/def2-TZVPD.

Last column: Mulliken charge in e.
Atoms and positions in Å:
F  -8.461  1.807  10.789  -0.44
O  -10.907  1.554  9.914  -0.70
H  -10.054  1.588  10.381  0.32
H  -11.550  1.462  10.660  0.32
O  -6.734  -1.019  12.082  -0.64
H  -6.915  -0.138  12.368  0.39
H  -7.260  -1.587  12.654  0.29
O  -10.381  3.592  8.507  -0.70
H  -9.512  3.616  8.185  0.33
H  -10.386  2.778  9.014  0.38
O  -7.449  1.346  13.259  -0.79
H  -7.836  1.512  12.358  0.32
H  -6.525  1.604  13.156  0.35
O  -9.306  4.067  11.620  -0.69
H  -8.977  3.237  11.288  0.42
H  -9.067  4.746  10.981  0.30
O  -7.754  3.618  8.959  -0.75
H  -7.721  4.491  9.407  0.29
H  -8.007  2.965  9.667  0.07
O  -9.746  -0.425  11.908  -0.64
H  -9.566  -1.051  11.191  0.37
H  -9.385  0.406  11.701  0.24
O  -8.387  -0.066  9.072  -0.72
H  -8.335  0.317  8.177  0.29
H  -8.381  0.611  9.777  0.40
O  -5.934  1.398  10.223  -0.66
H  -5.899  1.478  9.266  0.33
H  -6.802  1.606  10.515  0.33

## Properties
**2S+1**: 1
**Frontier orbital gap**: 0.377 Ha
**Charge**: -1
**HOMO energy**: -6.96 eV

In order of decreasing stability: two, three, one.